Formula: C3H8N2S
Source: the Open Molecules 2025 dataset
Level of theory: ωB97M-V/def2-TZVPD

Output
Maximum force: 1.84 eV/Å
Energy: -626.76938 hartree
Orbital gap: 9.6 eV
Total charge: 0

Each line ends with the Mulliken charge.
Geometry (Å):
H (-0.1136, 1.3371, 1.7414)  0.223
N (0.3134, 2.0277, 1.1265)  -0.683
C (0.4980, 1.5771, -0.0517)  0.237
N (0.0796, 0.3715, -0.6039)  -0.078
C (0.3080, 0.0569, -1.9900)  -0.828
S (-0.8475, -0.7163, 0.3821)  -0.090
C (0.3580, -1.9960, 0.9105)  -0.780
H (1.0305, 2.2038, -0.7946)  0.263
H (0.5452, -1.0149, -2.1604)  0.239
H (1.1524, 0.6230, -2.3203)  0.334
H (-0.5056, 0.3698, -2.6146)  0.304
H (1.2411, -1.4517, 1.2023)  0.266
H (0.5928, -2.7636, 0.1831)  0.276
H (-0.1185, -2.4664, 1.7777)  0.316

Forces on the atoms, in the same order (eV/Å):
H -0.3 0.0 -0.2
N 0.7 -0.2 -0.7
C -0.1 0.4 0.3
N -0.4 -1.1 1.5
C 0.3 -0.6 -0.1
S 0.5 0.2 -0.8
C -0.5 0.6 0.1
H -0.3 -0.3 0.4
H -0.3 0.7 0.3
H 0.8 0.3 -0.2
H -0.7 -0.1 -0.4
H 0.4 -0.1 0.3
H -0.1 0.1 -0.3
H 0.2 0.1 -0.1